This record from the Open Molecules 2025 dataset describes 4 unconnected molecules or ions with the total composition C36H76N4O4 at a distorted geometry. The level of theory is wB97M-V/def2-TZVPD.

Last column: Mulliken charge in e.
Positions of all 120 atoms, in Å:
C -1.61327 0.10277 -3.21786  -1.59
C -0.66436 -1.25801 -3.27300  1.79
C -0.63294 -1.86103 -1.82451  -0.78
C -1.83730 -2.69808 -1.34278  0.11
C -2.18480 -3.81830 -2.40023  -2.14
C -2.34864 -3.24334 -3.84883  2.00
N -1.22337 -2.27756 -4.20361  0.37
O -1.33821 -1.70950 -5.48596  -0.52
C -2.39758 -4.25907 -4.83411  -2.14
C -3.71199 -2.51547 -3.93478  -1.50
C 0.77373 -0.95754 -3.63878  -1.83
H -2.62782 -0.05155 -2.85045  0.23
H -1.63238 0.54743 -4.21286  0.43
H -1.13252 0.83815 -2.57274  0.39
H 0.37786 -2.25215 -1.70867  0.33
H -0.75089 -1.11516 -1.03847  0.58
H -2.72788 -2.09041 -1.18243  -0.29
H -1.68439 -3.18243 -0.37834  0.62
H -3.08491 -4.23765 -1.95073  0.47
H -1.38024 -4.55207 -2.35144  0.41
H -2.84268 -3.78758 -5.71029  0.49
H -1.40584 -4.69560 -4.95233  0.43
H -3.06677 -5.10573 -4.68094  0.38
H -3.92604 -1.86697 -3.08523  0.09
H -3.95046 -1.73661 -4.65907  0.30
H -4.52261 -3.23904 -4.02100  0.41
H 1.26734 -1.92202 -3.75810  0.46
H 1.45352 -0.48768 -2.92799  0.12
H 0.86030 -0.22091 -4.43751  0.44
H -0.80160 -2.27453 -6.04666  0.35
C 2.91533 3.08770 -1.57140  -1.18
C 4.45321 2.76738 -1.81152  1.90
C 5.08871 3.97047 -2.47338  -1.18
C 5.70379 5.01684 -1.51467  -0.92
C 6.56445 4.35821 -0.51099  -1.45
C 5.83943 3.25999 0.33342  2.03
N 5.11212 2.31619 -0.55211  -0.48
O 4.32843 1.40755 0.09115  -0.13
C 6.97128 2.48730 0.97814  -2.02
C 4.87015 3.88829 1.33235  -1.62
C 4.40705 1.63356 -2.81573  -1.94
H 2.46204 3.38505 -2.51702  0.77
H 2.77517 3.87580 -0.83156  0.28
H 2.36204 2.17914 -1.33377  0.18
H 5.91129 3.73813 -3.14975  0.42
H 4.27208 4.40293 -3.05147  0.44
H 5.00086 5.60432 -0.92401  0.36
H 6.21155 5.81753 -2.05243  0.46
H 6.87571 5.23368 0.05888  0.50
H 7.51285 4.03686 -0.94154  0.43
H 6.64860 2.07417 1.93381  0.36
H 7.43334 1.69174 0.39359  0.40
H 7.83487 3.12104 1.17978  0.48
H 4.48599 3.26470 2.13961  0.09
H 5.34321 4.73958 1.82188  0.53
H 3.94302 4.35987 1.00657  0.44
H 4.08015 1.95700 -3.80398  0.37
H 3.72707 0.83526 -2.51831  0.25
H 5.41628 1.24097 -2.93990  0.47
H 4.96453 0.70197 0.22941  0.42
C 2.07873 -1.82678 2.15624  -1.75
C 0.94049 -1.04156 1.39243  1.32
C -0.33035 -0.78199 2.29353  -1.40
C -0.10037 0.31431 3.28011  -0.95
C 0.52826 1.48696 2.67235  -1.33
C 1.78349 1.27747 1.91524  2.23
N 1.54995 0.20561 0.95216  1.24
O 2.55229 0.05356 0.01085  -0.53
C 2.14134 2.54263 1.09591  -1.43
C 2.99263 1.10532 2.87283  -2.30
C 0.41796 -1.77372 0.11839  -1.39
H 2.26153 -1.37617 3.13176  0.46
H 3.04939 -1.81659 1.66044  0.30
H 1.76093 -2.81216 2.49700  0.40
H -1.21399 -0.56457 1.69352  0.79
H -0.53223 -1.72145 2.80809  0.98
H 0.46390 0.06603 4.17902  0.42
H -1.08928 0.64312 3.59955  0.34
H 0.78249 2.10871 3.53077  0.49
H -0.13352 2.01972 1.98948  0.27
H 2.38298 3.50253 1.55230  0.84
H 2.94111 2.29762 0.39702  -1.33
H 1.35676 2.84278 0.40132  0.48
H 3.33902 2.11637 3.08710  0.63
H 2.80853 0.60878 3.82555  0.45
H 3.73723 0.46169 2.40442  0.16
H 0.32784 -2.81930 0.41294  0.14
H 1.22195 -1.80421 -0.61699  1.19
H -0.54656 -1.47698 -0.29359  -1.06
H 2.35778 0.78258 -0.58270  -0.28
C -5.84553 -1.82850 0.40574  -1.45
C -5.21326 -2.28423 1.69580  1.73
C -3.68619 -2.46603 1.67960  -1.32
C -2.86280 -1.17773 1.76362  0.80
C -3.18577 -0.32607 2.99741  -0.83
C -4.78946 -0.12667 3.11258  1.04
N -5.53287 -1.37582 2.87485  0.47
O -6.78230 -1.43706 3.24867  -0.53
C -5.04648 0.39303 4.60373  -1.79
C -5.28196 1.08118 2.21579  -1.90
C -5.66810 -3.76317 1.97623  -1.95
H -6.66757 -2.42345 0.00776  0.47
H -5.08327 -1.81785 -0.37331  0.03
H -6.35889 -0.87440 0.52510  0.33
H -3.41917 -3.19005 2.44939  0.39
H -3.45076 -2.91818 0.71614  0.14
H -3.22267 -0.64391 0.88407  0.14
H -1.78614 -1.23170 1.60244  -1.27
H -2.64219 0.58499 2.74725  0.58
H -2.76225 -1.04569 3.69804  0.44
H -4.87061 -0.39602 5.33487  0.43
H -4.28940 1.14697 4.81938  0.36
H -5.97254 0.95289 4.73435  0.38
H -6.32780 1.36299 2.33786  0.44
H -4.81038 2.05498 2.34779  0.38
H -5.06525 0.83582 1.17611  0.41
H -6.62513 -3.67221 2.48994  0.51
H -5.06299 -4.33484 2.67990  0.36
H -5.61473 -4.35252 1.06083  0.41
H -6.66170 -1.87263 4.09564  0.37

Results
Energy relative to the best compared isomer or geometry (same formula, charge and spin), kJ/mol: 1291.15
Calculated total energy, Eh: -1936.5811
SMILES: CC1(C)CCCC(C)(C)N1O.CC1(C)CCCC(C)(C)N1O.CC1(C)CCCC(C)(C)N1O.CC1(C)CCCC(C)(C)N1O
Spin multiplicity: 1
LUMO energy, eV: 0.62



This record from the Open Molecules 2025 dataset describes 2 unconnected molecules or ions with the total composition C7H17NO at a distorted geometry. The level of theory is wB97M-V/def2-TZVPD.

Last column: natural (NBO) charge in e.
Positions of all 26 atoms, in Å:
C -0.91427 -2.97366 -1.17230  0.67
C -0.70425 -1.85007 -2.28984  -0.71
C 0.29945 1.31272 0.63375  -0.06
C -1.02796 1.24267 -0.11788  -0.61
C 0.94598 2.69105 0.73641  -0.61
C 1.33544 0.42121 -0.08431  -0.60
C 0.12027 0.74106 2.08954  -0.61
H -0.69239 -3.52318 0.71911  0.40
H -0.10599 -2.00497 0.43197  0.39
H -0.11341 -2.36771 -3.07277  0.24
H -0.00694 -1.09339 -1.76710  0.20
H -1.58614 -1.28199 -2.66032  0.24
H -1.70231 2.00222 0.34042  0.21
H -0.90341 1.53517 -1.15796  0.21
H -1.48598 0.20542 -0.02841  0.21
H 1.84390 2.62684 1.35835  0.21
H 1.32210 3.12067 -0.21050  0.22
H 0.25023 3.44727 1.20065  0.21
H 2.34283 0.48643 0.36179  0.22
H 1.39440 0.73038 -1.20556  0.21
H 0.99013 -0.65930 -0.07075  0.18
H -0.17020 -0.29818 2.22342  0.20
H 1.11990 0.74546 2.57526  0.21
H -0.48569 1.50305 2.65140  0.22
N -0.46362 -2.82044 0.03270  -0.80
O -1.60205 -3.93869 -1.51705  -0.64

Results
Energy relative to the best compared isomer or geometry (same formula, charge and spin), kJ/mol: 93.48
Calculated total energy, Eh: -406.8947
SMILES: CC(C)(C)C.CC(N)=O
Spin multiplicity: 1
LUMO energy, eV: 0.61



This record from the Open Molecules 2025 dataset describes C4H4ClN in the gas phase at a distorted geometry. The level of theory is wB97M-V/def2-TZVPD.

Last column: natural (NBO) charge in e.
Positions of all 10 atoms, in Å:
C -1.08299 0.12430 -0.00391  0.09
C -0.15587 1.13788 0.07040  -0.31
C 1.13710 0.57650 -0.09791  -0.31
C 0.89477 -0.67725 0.01294  -0.04
H -0.28177 2.29411 0.00262  0.23
H 2.00800 1.19808 -0.19256  0.24
H 1.45037 -1.65838 0.25104  0.20
H -0.72460 -2.03257 0.09399  0.43
N -0.41359 -1.01878 -0.10663  -0.53
Cl -2.83144 0.05611 -0.02998  0.00

Results
Energy relative to the best compared isomer or geometry (same formula, charge and spin), kJ/mol: 124.55
Calculated total energy, Eh: -669.7141
SMILES: Clc1ccc[nH]1
Spin multiplicity: 1
LUMO energy, eV: 0.84



This record from the Open Molecules 2025 dataset describes 2 unconnected molecules or ions with the total composition C20H28F5N3O3S at a distorted geometry. The level of theory is wB97M-V/def2-TZVPD.

Last column: natural (NBO) charge in e.
Positions of all 60 atoms, in Å:
C -2.25614 -0.14131 -0.06607  -0.31
C -1.05693 -0.57518 -0.40298  -0.24
C 0.18920 0.26057 -0.29011  -0.11
N 0.95844 0.24912 -1.56349  -0.44
C 0.15240 0.65454 -2.76761  0.39
F -0.45365 -0.48799 -3.21301  -0.34
C -0.85187 1.76750 -2.59001  -0.47
C -1.72900 1.83076 -3.85800  -0.60
C 2.33369 0.94943 -1.53464  0.31
C 3.19992 0.22721 -2.57686  -0.63
N 2.29440 2.33464 -1.93894  -0.83
C 3.07692 0.83203 -0.19472  -0.45
C 2.29729 0.63026 1.09466  -0.48
S 2.10033 2.13607 2.06175  2.08
O 3.18762 3.00129 1.69760  -0.92
O 1.98972 1.88172 3.46412  -0.89
C 0.58404 3.10353 1.60078  0.74
F -0.54995 2.47198 1.85489  -0.30
F 0.59574 3.45036 0.30921  -0.33
F 0.64290 4.19001 2.33078  -0.28
C 1.04980 -0.27730 0.88421  0.18
N 1.63924 -1.54628 0.44355  -0.90
C 0.22713 -0.44577 2.18125  -0.58
C -0.12566 -1.90868 2.48933  0.60
O 0.71786 -2.64961 2.89810  -0.50
C -1.54083 -2.32391 2.27646  -0.19
C -1.87883 -3.25095 1.29177  -0.10
C -3.21923 -3.56253 1.09515  -0.18
C -4.19680 -2.94849 1.87300  -0.21
C -3.85781 -2.03636 2.87457  -0.24
C -2.51742 -1.71425 3.07227  -0.16
H -3.09995 -0.79798 -0.20132  0.25
H -2.39233 0.83161 0.38495  0.20
H -0.93592 -1.58526 -0.77334  0.22
H -0.14613 1.25384 -0.01571  0.24
H 1.16275 -0.74056 -1.74156  0.47
H 0.83032 0.94868 -3.56208  0.18
H -0.37526 2.73920 -2.50754  0.22
H -1.52867 1.62478 -1.75814  0.24
H -2.23040 2.78651 -3.93794  0.23
H -1.14723 1.61635 -4.75127  0.21
H -2.47854 1.04756 -3.80689  0.23
H 4.22046 0.55947 -2.41546  0.25
H 3.17729 -0.84776 -2.41955  0.23
H 2.92690 0.48924 -3.59537  0.21
H 2.31180 2.44898 -2.94125  0.37
H 1.54493 2.87261 -1.52752  0.38
H 3.73886 -0.02297 -0.26677  0.25
H 3.72838 1.69420 -0.13005  0.29
H 2.93637 0.02803 1.73905  0.29
H 2.16456 -1.98323 1.18879  0.41
H 0.93536 -2.17938 0.09078  0.38
H 0.79618 -0.08802 3.03691  0.26
H -0.69676 0.12076 2.17375  0.24
H -1.09233 -3.69718 0.70130  0.21
H -3.50362 -4.26697 0.33072  0.21
H -5.24102 -3.17619 1.71630  0.21
H -4.60056 -1.55202 3.48946  0.21
H -2.22308 -0.99648 3.82626  0.19
F -1.78487 -5.23023 2.87645  -0.94

Results
Calculated total energy, Eh: -2066.2076
Spin multiplicity: 1
LUMO energy, eV: -0.63